DFT (wB97M-V/def2-TZVPD) results for a 15-piece molecular cluster, C45H120O45S15 overall in a non-equilibrium geometry.

Results
E ... -11144.9643 a.u.
2S+1 ... 1
LUMO energy ... -0.125 eV
Relative energy (zero: lowest compared OMol25 entry of this formula, charge and spin) ... 10.0 kcal/mol
HOMO energy ... -10.62 eV
Kohn-Sham gap ... 0.386 Ha

Geometry as XYZ:
```
225
C45H120O45S15 | the Open Molecules 2025 dataset | wB97M-V/def2-TZVPD
O -4.901 -0.857 -1.791
S -5.596 -1.812 -2.628
O -6.460 -2.763 -1.948
O -6.463 -0.969 -3.640
C -7.314 0.179 -3.017
C -7.979 0.820 -4.251
C -4.709 -2.667 -3.827
H -6.728 0.917 -2.471
H -8.056 -0.305 -2.325
H -8.457 0.001 -4.737
H -7.320 1.354 -4.958
H -8.727 1.543 -3.948
H -4.298 -3.590 -3.441
H -3.868 -2.129 -4.240
H -5.357 -2.857 -4.658
O -2.537 -3.815 -0.983
S -3.070 -4.999 -0.385
O -3.648 -5.049 0.955
O -4.181 -5.453 -1.462
C -5.607 -5.799 -0.973
C -6.370 -6.345 -2.119
C -1.896 -6.250 -0.516
H -6.027 -4.837 -0.523
H -5.606 -6.513 -0.145
H -5.676 -6.977 -2.688
H -6.742 -5.553 -2.829
H -7.229 -6.899 -1.769
H -1.110 -5.824 0.165
H -1.463 -6.288 -1.529
H -2.376 -7.206 -0.214
O 3.595 -0.962 -3.114
S 4.055 -0.828 -4.458
O 3.143 -1.184 -5.542
O 4.590 0.722 -4.556
C 4.733 1.439 -5.902
C 4.795 2.881 -5.487
C 5.531 -1.863 -4.679
H 3.895 1.135 -6.496
H 5.594 1.027 -6.417
H 5.770 2.999 -5.026
H 3.976 3.110 -4.820
H 4.847 3.514 -6.377
H 6.026 -1.847 -5.639
H 5.180 -2.915 -4.494
H 6.232 -1.708 -3.889
O -3.604 -0.430 2.151
S -4.492 -1.273 2.919
O -3.910 -2.028 4.000
O -5.672 -0.357 3.503
C -5.365 0.412 4.684
C -4.742 1.780 4.417
C -5.370 -2.220 1.849
H -4.671 -0.214 5.255
H -6.314 0.536 5.193
H -5.262 2.331 3.633
H -3.720 1.563 4.100
H -4.726 2.416 5.290
H -5.535 -1.553 0.998
H -6.290 -2.431 2.381
H -4.750 -3.064 1.502
O 5.446 -4.063 4.447
S 5.508 -2.894 3.615
O 5.262 -1.581 4.191
O 7.009 -2.858 3.041
C 7.588 -1.559 2.647
C 8.920 -1.896 2.080
C 4.532 -3.085 2.064
H 7.681 -0.884 3.516
H 6.932 -1.154 1.891
H 9.395 -1.068 1.589
H 8.742 -2.649 1.330
H 9.585 -2.311 2.873
H 4.548 -4.092 1.685
H 4.976 -2.353 1.389
H 3.528 -2.747 2.283
O 0.173 -0.213 -4.021
S -0.724 -1.006 -4.830
O -1.431 -2.136 -4.179
O -1.808 0.005 -5.534
C -2.109 1.214 -4.641
C -3.634 1.204 -4.466
C 0.137 -1.766 -6.155
H -1.753 2.047 -5.261
H -1.569 1.222 -3.692
H -3.999 0.257 -4.028
H -4.120 1.328 -5.437
H -3.950 1.996 -3.761
H -0.562 -2.194 -6.866
H 0.688 -2.564 -5.651
H 0.885 -1.141 -6.618
O 5.295 0.007 0.951
S 5.718 1.292 1.567
O 7.146 1.406 1.793
O 5.305 2.468 0.617
C 6.109 2.484 -0.699
C 5.111 2.833 -1.760
C 4.731 1.747 2.905
H 6.443 1.449 -0.886
H 7.002 3.141 -0.573
H 4.379 2.030 -1.887
H 5.607 2.974 -2.713
H 4.642 3.794 -1.433
H 4.968 2.782 3.121
H 4.940 1.082 3.752
H 3.693 1.583 2.514
O 4.413 5.907 -0.604
S 3.641 5.965 0.649
O 4.362 6.103 1.883
O 2.691 7.299 0.519
C 2.052 7.738 1.724
C 1.233 8.920 1.259
C 2.417 4.614 0.506
H 2.818 8.114 2.399
H 1.449 6.921 2.121
H 1.798 9.795 0.898
H 0.629 9.306 2.095
H 0.484 8.698 0.527
H 1.946 4.644 -0.475
H 1.561 4.736 1.194
H 2.954 3.664 0.547
O -7.114 2.575 1.774
S -7.108 1.677 0.653
O -7.611 2.128 -0.655
O -5.697 1.010 0.499
C -4.596 1.629 -0.279
C -3.885 2.680 0.586
C -8.036 0.291 1.118
H -5.022 2.092 -1.211
H -3.954 0.773 -0.510
H -3.793 2.231 1.593
H -4.682 3.449 0.597
H -2.973 3.059 0.171
H -7.783 -0.563 0.490
H -9.039 0.618 0.940
H -7.679 0.162 2.156
O 0.089 4.484 2.915
S 0.241 3.305 3.777
O 1.524 2.898 4.233
O -0.627 3.660 5.052
C -1.411 4.943 5.081
C -0.889 5.797 6.222
C -0.596 1.880 3.041
H -2.419 4.581 5.206
H -1.301 5.435 4.109
H 0.146 5.939 5.965
H -0.984 5.289 7.175
H -1.451 6.733 6.225
H 0.168 1.340 2.471
H -1.398 2.270 2.438
H -0.889 1.267 3.884
O 1.480 -3.899 2.496
S 0.178 -3.634 1.952
O -0.090 -3.301 0.568
O -0.657 -4.991 2.073
C -0.662 -5.701 3.310
C -1.439 -6.970 3.018
C -0.653 -2.412 2.976
H -1.040 -5.124 4.127
H 0.312 -5.995 3.642
H -2.463 -6.751 2.780
H -1.475 -7.740 3.843
H -1.059 -7.574 2.183
H -1.621 -2.298 2.546
H -0.050 -1.520 2.802
H -0.645 -2.774 3.974
O 0.269 -2.148 6.811
S 0.866 -1.122 6.009
O 0.000 -0.305 5.186
O 1.568 -0.147 7.088
C 2.158 1.060 6.373
C 2.311 2.199 7.381
C 2.178 -1.800 5.017
H 1.414 1.326 5.639
H 3.105 0.848 5.951
H 1.385 2.466 7.906
H 2.840 3.087 6.988
H 2.914 1.760 8.189
H 1.726 -2.628 4.445
H 3.025 -2.156 5.595
H 2.535 -1.053 4.300
O 0.374 4.839 -2.084
S 0.063 3.611 -2.823
O -0.986 2.742 -2.400
O -0.319 4.057 -4.336
C 0.387 5.286 -4.801
C 0.227 5.246 -6.313
C 1.493 2.575 -3.098
H 1.416 5.343 -4.400
H -0.270 6.042 -4.399
H 0.848 6.022 -6.741
H -0.822 5.381 -6.554
H 0.572 4.270 -6.689
H 2.416 3.158 -3.231
H 1.158 1.940 -3.868
H 1.499 2.155 -2.091
O 1.571 -4.347 -4.882
S 1.207 -4.855 -3.554
O 0.222 -5.878 -3.434
O 2.574 -5.519 -2.945
C 3.689 -4.651 -2.728
C 3.977 -4.388 -1.226
C 0.877 -3.554 -2.450
H 3.475 -3.705 -3.241
H 4.524 -5.201 -3.123
H 4.579 -3.526 -1.037
H 4.469 -5.251 -0.736
H 3.023 -4.291 -0.713
H -0.134 -3.206 -2.569
H 1.542 -2.769 -2.729
H 0.919 -3.827 -1.422
O 1.868 1.232 0.188
S 1.677 -0.147 0.675
O 1.942 -0.408 2.082
O 0.137 -0.601 0.531
C -0.541 -0.297 -0.836
C -1.920 -0.687 -0.639
C 2.603 -1.204 -0.409
H -0.022 -0.772 -1.666
H -0.263 0.764 -0.861
H -2.007 -1.738 -0.385
H -2.602 -0.624 -1.501
H -2.452 -0.151 0.155
H 2.118 -2.210 -0.255
H 3.625 -1.020 -0.027
H 2.449 -0.778 -1.413
```